The molecule C19H30N2O3, computed with wB97M-V/def2-TZVPD.

- HOMO level: -8.284 eV
- Energy relative to the best compared isomer or geometry (same formula, charge and spin): 2.4308 eV
- SMILES string: COc1cccc(CN2CCN(C3CCOCC3)C[C@@H]2CCO)c1
- Total energy: -29311.7069 eV
- E_LUMO: 0.751 eV

Geometry as ORCA input:
```
! RIJCOSX wB97M-V def2-TZVPD def2/J DEFGRID3
* xyz 0 1
C -6.5582 -0.0871 -1.8659
O -6.3120 0.8611 -0.8579
C -5.1518 0.7721 -0.1456
C -4.9766 1.7331 0.8499
C -3.8352 1.7246 1.6248
C -2.8585 0.7641 1.4252
C -3.0200 -0.1922 0.4343
C -1.9601 -1.2449 0.2268
N -0.6369 -0.6766 0.3788
C -0.2721 0.1848 -0.7275
C 1.0263 0.9230 -0.4104
N 2.0633 -0.0438 -0.1068
C 3.4250 0.4611 -0.0557
C 3.9511 0.7974 -1.4559
C 5.4224 1.2038 -1.3505
O 5.6008 2.3094 -0.4976
C 5.1507 2.0429 0.8104
C 3.6641 1.6855 0.8445
C 1.6628 -0.7951 1.0674
C 0.4152 -1.6161 0.7266
C 0.7270 -2.6635 -0.3617
C 1.6165 -3.8094 0.1215
O 2.9610 -3.4451 0.3277
C -4.1656 -0.1852 -0.3510
H -7.5307 0.1709 -2.2823
H -5.8032 -0.0398 -2.6579
H -6.5973 -1.1042 -1.4616
H -5.7495 2.4715 0.9922
H -3.7081 2.4721 2.3938
H -1.9612 0.7500 2.0228
H -2.0826 -2.0182 0.9932
H -2.1078 -1.7220 -0.7588
H -1.0760 0.9131 -0.8647
H -0.1570 -0.3769 -1.6703
H 1.3177 1.5188 -1.2759
H 0.8380 1.5986 0.4411
H 4.0330 -0.3669 0.3349
H 3.8476 -0.0636 -2.1166
H 3.3904 1.6309 -1.8797
H 5.8127 1.5137 -2.3224
H 6.0154 0.3497 -0.9843
H 5.3475 2.9532 1.3810
H 5.7368 1.2167 1.2453
H 3.0873 2.5346 0.4750
H 3.3639 1.4729 1.8713
H 2.4673 -1.4668 1.3661
H 1.4192 -0.1324 1.9150
H 0.0880 -2.1420 1.6326
H -0.2110 -3.0947 -0.7167
H 1.2198 -2.1619 -1.1972
H 1.2656 -4.1904 1.0841
H 1.5667 -4.6308 -0.6108
H 3.2732 -2.9912 -0.4639
H -4.2745 -0.9361 -1.1192
*
```